No. 1
Below is a cluster of 15 separate species, C5H41NO15 in total at a distorted geometry, with properties calculated with ωB97M-V/def2-TZVPD.

Each line ends with the Mulliken charge.
CARTESIAN COORDINATES (ANGSTROEM)
1 O -0.316 -2.106 -3.749  -0.605
2 O 0.070 1.391 -4.352  -0.594
3 O 1.677 1.269 2.497  -0.616
4 O 0.457 -4.262 -0.379  -0.669
5 O -0.813 -3.707 1.833  -0.548
6 O -1.178 -0.091 4.668  -0.730
7 O -2.436 -3.890 -0.970  -0.615
8 O 2.184 -0.530 -0.225  -0.449
9 O 2.799 2.958 -0.926  -0.509
10 O -0.556 -1.317 0.088  0.650
11 O 0.310 -1.448 2.785  -0.707
12 O 2.753 -3.251 1.136  -0.653
13 O -2.836 -0.114 2.855  -0.641
14 O 3.282 -0.966 -2.623  -0.472
15 O 2.740 1.831 -3.702  -0.582
16 N -0.538 2.624 -0.038  0.216
17 C -0.103 4.091 -0.101  -0.818
18 C -1.597 0.637 0.515  -0.338
19 C -2.818 2.700 1.295  -1.804
20 C -1.908 2.049 0.122  1.032
21 C -1.192 -0.242 -0.608  -0.748
22 H -2.533 -0.557 3.642  0.371
23 H -1.199 -1.946 -3.348  0.348
24 H 1.594 0.392 2.408  0.374
25 H -2.294 2.801 2.244  0.375
26 H -3.082 0.753 2.918  0.222
27 H 2.195 2.241 -3.149  0.253
28 H 1.925 0.343 -0.599  0.094
29 H -0.303 -1.095 2.078  0.094
30 H -0.872 4.622 -0.499  0.415
31 H 0.985 -1.971 2.325  0.331
32 H 0.287 4.320 0.953  0.373
33 H -0.128 -4.563 0.202  0.355
34 H 2.995 -2.408 0.749  0.294
35 H 1.930 -3.664 1.036  0.317
36 H 2.389 3.775 -1.132  0.280
37 H -2.124 -0.610 -1.034  0.225
38 H 0.375 -3.402 -0.670  0.183
39 H 3.545 -0.144 -2.831  0.278
40 H 0.379 -1.325 -0.182  -0.086
41 H -0.482 0.159 -1.451  0.135
42 H -0.913 -2.909 1.520  0.203
43 H -0.760 0.537 1.397  -0.196
44 H -0.004 2.321 0.707  0.166
45 H -0.510 2.122 -4.129  0.271
46 H -0.561 0.714 -4.676  0.309
47 H 2.992 -0.734 -0.620  0.268
48 H -0.722 0.659 4.169  0.330
49 H -0.550 -0.803 4.692  0.335
50 H -3.641 2.069 1.333  0.585
51 H -1.376 -4.023 2.561  0.220
52 H 2.159 1.562 1.690  0.291
53 H -2.586 2.163 -0.804  0.301
54 H 0.317 -1.842 -3.040  0.268
55 H -3.248 3.737 1.210  0.404
56 H 0.664 4.007 -0.753  0.124
57 H 3.606 3.052 -1.436  0.293
58 H -1.694 -4.196 -1.307  0.349
59 H 2.115 1.322 -4.213  0.338
60 H -2.209 -3.626 -0.057  0.309
61 H -2.439 0.110 1.113  0.554
62 H 3.795 -1.590 -3.139  0.248

Atoms 1-6, force components in eV/Å:
-0.23 0.76 1.24
-0.89 -0.67 -0.04
0.58 6.03 -0.80
5.30 -1.49 -3.77
0.74 -8.16 2.56
0.56 2.09 -0.03

Results
calculated total energy: -38040.28312 eV
HOMO energy (spin up / spin down): -13.312 / -13.312 eV
energy relative to the best compared isomer or geometry (same formula, charge and spin): 129.4 kcal per mole
largest force on an atom: 8.583 eV/Å
orbital gap (spin up / spin down): 10.005 / 5.257 eV
multiplicity: 2
net charge: +1

***

No. 2
Below is a cluster of 19 separate species, C5H48BN2O25PS in total at a distorted geometry, with properties calculated with ωB97M-V/def2-TZVPD.

Each line ends with the Mulliken charge.
CARTESIAN COORDINATES (ANGSTROEM)
1 S -2.438 3.644 3.308  -0.396
2 P -1.559 1.955 3.714  0.704
3 O 0.029 2.364 4.361  -0.467
4 O -5.035 4.087 -1.501  -0.543
5 O 5.781 -1.960 -2.847  -0.653
6 O 3.536 1.419 -4.255  -0.628
7 O 8.145 -0.320 -3.631  -0.629
8 O 1.116 -0.125 -0.333  -0.167
9 O -2.467 1.202 5.037  -0.490
10 O 3.366 -1.485 -0.157  -0.589
11 O 2.523 4.617 4.422  -0.632
12 O -0.322 -2.961 5.292  -0.633
13 O 3.769 -4.174 -1.697  -0.608
14 O -0.133 -2.949 1.549  -0.669
15 O -5.618 2.172 1.208  -0.604
16 O -7.118 2.129 -3.325  -0.655
17 O 0.448 5.068 -2.353  -0.579
18 O -3.005 -1.868 5.039  -0.604
19 O -3.580 1.585 -2.908  -0.647
20 O -4.695 -3.450 6.731  -0.646
21 O 1.350 -2.389 -1.427  -0.545
22 O 1.930 2.520 -1.718  -0.549
23 O 4.435 -4.711 -4.283  -0.660
24 O -0.053 0.844 -2.798  -0.669
25 O 1.422 -1.588 2.772  -0.757
26 O -1.519 3.165 -1.441  -0.392
27 O 4.916 -7.898 -3.963  -0.638
28 N -2.267 0.426 -0.327  0.264
29 N -0.053 0.791 1.556  -0.099
30 C 0.440 -1.717 1.645  0.366
31 C -1.326 -0.751 -0.195  -1.090
32 C 0.049 -0.449 0.648  0.171
33 C -2.501 1.145 0.984  -0.991
34 C -1.432 0.769 2.176  0.285
35 B 1.973 -1.294 -0.611  0.595
36 H 5.555 -2.578 -2.135  0.317
37 H 0.138 -2.624 4.508  0.349
38 H 2.542 1.844 -2.048  0.372
39 H 4.200 2.118 -4.155  0.323
40 H -1.761 -0.291 2.593  0.162
41 H -2.307 0.210 4.910  0.366
42 H -6.480 2.379 0.817  0.298
43 H -3.212 -0.004 -0.562  0.394
44 H 3.285 4.088 4.703  0.314
45 H -2.888 1.543 -2.231  0.231
46 H -3.687 -2.377 5.502  0.324
47 H -5.454 -4.033 6.881  0.298
48 H 4.547 -7.012 -3.832  0.328
49 H 4.475 -8.219 -4.764  0.315
50 H -0.855 3.864 -1.341  0.215
51 H 8.906 -0.849 -3.350  0.302
52 H -5.672 2.540 2.103  0.300
53 H -3.934 -3.979 7.012  0.327
54 H 5.277 -4.776 -3.808  0.343
55 H -3.585 0.892 1.408  0.284
56 H 0.441 0.482 -2.047  0.041
57 H -2.277 3.618 -1.841  0.190
58 H 0.064 1.903 5.263  0.328
59 H 4.564 -3.966 -4.889  0.275
60 H -0.602 1.538 -2.403  0.519
61 H -1.951 -1.666 0.184  0.276
62 H -3.121 1.922 -3.692  0.360
63 H -5.635 4.835 -1.360  0.267
64 H -6.988 2.874 -3.931  0.310
65 H 0.577 5.813 -2.959  0.262
66 H 0.739 0.874 2.230  0.597
67 H -0.014 1.618 0.886  0.391
68 H 4.065 -5.015 -2.077  0.232
69 H 5.181 -1.212 -2.706  0.320
70 H 3.554 -2.474 -0.004  0.294
71 H 7.386 -0.903 -3.481  0.372
72 H -2.393 -2.543 4.709  0.290
73 H 1.421 -3.236 -0.891  0.353
74 H -0.979 -1.030 -1.302  0.342
75 H 1.290 5.003 -1.878  0.284
76 H 1.764 4.034 4.573  0.323
77 H -6.276 2.064 -2.850  0.329
78 H 3.304 -3.738 -2.426  0.399
79 H -2.445 2.309 0.743  0.207
80 H 0.371 -3.003 5.968  0.265
81 H -5.261 3.469 -0.790  0.312
82 H 2.778 1.871 -4.655  0.304
83 H 1.248 2.011 -1.255  0.239

Atoms 1-6, force components in eV/Å:
0.61 -1.16 -0.15
-1.13 2.10 2.41
-2.59 -2.71 0.43
-0.32 0.14 0.22
-0.24 0.07 0.11
0.03 0.42 0.09

Results
calculated total energy: -80932.34144 eV
HOMO energy: -9.098 eV
largest force on an atom: 8.275 eV/Å
orbital gap: 8.750 eV
net charge: 0

***

No. 3
Below is a cluster of 2 separate species, C5H4Br2N2O in total at a distorted geometry, with properties calculated with ωB97M-V/def2-TZVPD.

Each line ends with the Mulliken charge.
CARTESIAN COORDINATES (ANGSTROEM)
1 Br 3.120 2.920 0.923  -0.223
2 Br 1.609 -2.769 0.384  -0.033
3 O -1.204 -1.652 -0.740  -0.347
4 N -1.247 0.732 0.018  -0.396
5 N -0.486 1.491 -0.708  -0.278
6 C 1.362 0.217 -0.123  0.620
7 C -2.059 -1.649 0.416  -0.204
8 C -1.232 -0.528 -0.030  0.533
9 C 0.789 1.367 -0.648  -0.482
10 C 1.211 -0.987 0.088  -0.605
11 H 1.873 2.603 0.384  0.284
12 H -3.157 -1.547 0.094  0.207
13 H 1.229 2.153 -1.262  0.705
14 H -1.809 -2.350 1.204  0.218

Atoms 1-6, force components in eV/Å:
0.95 0.37 0.51
-0.38 1.29 -0.10
1.18 -0.07 -1.83
-0.44 -1.30 0.76
0.20 1.56 -0.53
0.09 -2.96 0.42

Results
calculated total energy: -150355.51375 eV
HOMO energy: -9.337 eV
energy relative to the best compared isomer or geometry (same formula, charge and spin): 109.3 kcal per mole
largest force on an atom: 3.125 eV/Å
orbital gap: 9.270 eV
net charge: 0

***

No. 4
Below is an isolated molecule of C5H4Br2O2 at a distorted geometry, with properties calculated with ωB97M-V/def2-TZVPD.

Each line ends with the Mulliken charge.
CARTESIAN COORDINATES (ANGSTROEM)
1 Br 1.936 -0.803 -0.472  -0.032
2 Br 1.137 3.907 0.258  -0.129
3 O -1.061 -3.437 -0.626  -0.514
4 O -0.866 -0.784 -0.006  -0.291
5 C -0.151 1.443 0.828  -0.354
6 C -0.925 0.301 0.686  0.056
7 C -0.060 -2.781 -0.780  -0.039
8 C 0.519 2.208 -0.090  -0.432
9 C 0.204 -1.405 -0.498  0.341
10 H 0.908 -3.141 -1.185  0.238
11 H -1.801 0.527 1.263  0.330
12 H -0.447 1.937 1.709  0.328
13 H 0.605 2.030 -1.087  0.497

Atoms 1-6, force components in eV/Å:
0.30 0.41 0.15
0.27 0.70 0.46
-0.33 0.19 0.08
0.55 -0.25 -0.03
1.25 1.33 -2.00
-0.45 1.31 1.08

Results
calculated total energy: -149425.02776 eV
HOMO energy (spin up / spin down): -8.375 / -7.820 eV
energy relative to the best compared isomer or geometry (same formula, charge and spin): 78.9 kcal per mole
largest force on an atom: 2.744 eV/Å
orbital gap (spin up / spin down): 7.539 / 6.505 eV
net charge: 0

***

No. 5
Below is an isolated molecule of C5H4BrI at a distorted geometry, with properties calculated with ωB97M-V/def2-TZVPD.

Each line ends with the Mulliken charge.
CARTESIAN COORDINATES (ANGSTROEM)
1 I 3.974 0.449 -0.064  0.167
2 Br -2.950 2.169 -0.043  -0.161
3 C 2.133 0.070 0.690  -0.457
4 C -1.259 1.257 -0.236  -0.414
5 C 1.170 -0.723 0.145  0.045
6 C -1.250 -0.083 -0.074  0.011
7 C -0.215 -0.974 0.051  -0.343
8 H -0.550 2.030 -0.374  0.419
9 H -0.588 -1.942 -0.040  0.352
10 H 1.837 -1.670 -0.178  0.185
11 H -2.301 -0.583 0.122  0.197

Atoms 1-6, force components in eV/Å:
0.28 -0.04 -0.09
0.43 -0.31 -0.15
-1.90 0.35 -0.15
-1.84 0.34 0.52
2.51 -2.49 -0.51
-3.13 0.43 0.89

Results
calculated total energy: -83387.47261 eV
HOMO energy (spin up / spin down): -8.325 / -7.831 eV
energy relative to the best compared isomer or geometry (same formula, charge and spin): 77.6 kcal per mole
largest force on an atom: 3.579 eV/Å
orbital gap (spin up / spin down): 6.865 / 6.783 eV
net charge: 0

***

No. 6
Below is the ion C5H4BrN2O4 with charge -1 at a distorted geometry, with properties calculated with ωB97M-V/def2-TZVPD.

Each line ends with the Mulliken charge.
CARTESIAN COORDINATES (ANGSTROEM)
1 Br -0.261 3.809 0.894  -0.372
2 O -1.017 -2.757 -0.385  -0.662
3 O 2.072 0.603 -0.463  -0.793
4 O -0.070 1.548 -0.944  -0.471
5 O 0.631 -1.297 -2.237  -0.454
6 N -0.851 1.105 1.119  -0.578
7 N 0.373 -0.956 -0.885  0.267
8 C -0.410 -1.753 -0.104  0.337
9 C -0.789 2.017 0.044  0.029
10 C 0.024 0.271 0.909  0.105
11 C -0.145 -1.167 1.322  -0.755
12 C 0.865 0.350 -0.316  0.929
13 H -1.745 2.248 -0.399  0.396
14 H 1.500 -1.001 -2.410  0.352
15 H 0.659 -1.728 1.717  0.300
16 H -0.835 -1.292 2.137  0.371

Atoms 1-6, force components in eV/Å:
0.26 0.35 -0.05
-0.18 -0.22 -0.19
0.03 -0.34 0.13
1.39 -0.25 -0.92
-2.44 -0.51 1.15
-2.05 1.40 1.55

Results
calculated total energy: -86461.65504 eV
HOMO energy: -5.293 eV
energy relative to the best compared isomer or geometry (same formula, charge and spin): 0.0 kcal per mole
largest force on an atom: 3.603 eV/Å
orbital gap: 8.666 eV
net charge: -1

***

Q: Number 1 is which compound?
A: C5H41NO15

***

Q: What is the formula in the third record?
A: C5H4Br2N2O

***

Q: net charge of number 6 (C5H4BrN2O4)?
A: -1

***

What did the fifth record say?
Below is an isolated molecule of C5H4BrI at a distorted geometry, with properties calculated with ωB97M-V/def2-TZVPD.

Each line ends with the Mulliken charge.
CARTESIAN COORDINATES (ANGSTROEM)
1 I 3.974 0.449 -0.064  0.167
2 Br -2.950 2.169 -0.043  -0.161
3 C 2.133 0.070 0.690  -0.457
4 C -1.259 1.257 -0.236  -0.414
5 C 1.170 -0.723 0.145  0.045
6 C -1.250 -0.083 -0.074  0.011
7 C -0.215 -0.974 0.051  -0.343
8 H -0.550 2.030 -0.374  0.419
9 H -0.588 -1.942 -0.040  0.352
10 H 1.837 -1.670 -0.178  0.185
11 H -2.301 -0.583 0.122  0.197

Atoms 1-6, force components in eV/Å:
0.28 -0.04 -0.09
0.43 -0.31 -0.15
-1.90 0.35 -0.15
-1.84 0.34 0.52
2.51 -2.49 -0.51
-3.13 0.43 0.89

Results
calculated total energy: -83387.47261 eV
HOMO energy (spin up / spin down): -8.325 / -7.831 eV
energy relative to the best compared isomer or geometry (same formula, charge and spin): 77.6 kcal per mole
largest force on an atom: 3.579 eV/Å
orbital gap (spin up / spin down): 6.865 / 6.783 eV
net charge: 0